ORCA calculation (ωB97M-V/def2-TZVPD) on a cluster of 2 separate species, CH3ClOS in total at a distorted geometry.

The LUMO energy (spin up / spin down) comes out at -0.1126 / -0.1125 hartree. Its net charge is 0. The value obtained for the HOMO energy (spin up / spin down) is -9.68 / -9.66 eV. The value obtained for the maximum force is 0.06597 Eh/bohr.

Geometry as XYZ:
```
7
Properties=species:S:1:pos:R:3:lowdin_charge:R:1
C -0.148 0.211 0.129 -0.3027
O -1.022 0.945 0.826 -0.2529
S -3.372 0.993 -0.273 0.2452
Cl -3.938 -0.845 0.083 0.0536
H -0.638 -0.581 -0.466 0.0784
H 0.480 -0.361 0.842 0.0998
H 0.500 0.805 -0.537 0.0786
```